[1]
Here is the molecule CH4Cl2SSi at a distorted geometry from the Open Molecules 2025 dataset. Energies are from the ωB97M-V functional and the def2-TZVPD basis.

Structure (XYZ):
```
9
CH4Cl2SSi (the ωB97M-V functional and the def2-TZVPD basis)
C 0.5869 -1.3819 1.7879
Si -1.0753 0.8539 -0.8436
S 0.7275 0.6181 -1.9684
Cl 1.9650 -1.3785 0.7490
Cl -0.8718 -0.1047 0.9895
H 0.8429 -0.6961 2.6264
H -2.1753 0.1878 -1.5183
H -1.2519 2.2681 -0.5788
H 1.2521 -0.3666 -1.2437
```

Results
- E_HOMO (Ha) = -0.3085
- Kohn-Sham gap (hartree) = 0.2953
- energy relative to the best compared isomer or geometry (same formula, charge and spin) (kcal per mole) = 86.6
- charge = 0

[2]
Here is the molecule C12H12N4O3S at a distorted geometry from the Open Molecules 2025 dataset. Energies are from the ωB97M-V functional and the def2-TZVPD basis.

Structure (XYZ):
```
32
C12H12N4O3S (the ωB97M-V functional and the def2-TZVPD basis)
C -5.0089 0.2257 -0.8642
N -3.5708 0.1872 -1.2466
C -2.7644 -0.9289 -1.0936
O -3.2060 -2.0243 -0.7470
C -1.3275 -0.5301 -1.2973
N -0.5746 -0.6029 -0.0507
N 0.7312 -0.6217 -0.0991
C 1.5690 -0.6494 1.0613
C 0.9939 -1.0357 2.3215
C 1.7453 -1.0911 3.5135
C 3.0823 -0.7768 3.4267
C 3.6787 -0.4359 2.2009
C 2.9487 -0.4083 0.9993
C 3.6611 -0.0836 -0.2630
O 3.0628 0.4489 -1.1847
O 4.9760 -0.3119 -0.3153
N -1.4791 0.8677 -1.7830
C -0.3195 1.7471 -2.1238
C -2.8292 1.2389 -1.7027
S -3.3917 2.7767 -1.9913
H -5.2032 1.1939 -0.2886
H -5.6891 0.2623 -1.7468
H -5.2846 -0.6239 -0.2358
H -0.8174 -1.1726 -2.0379
H -0.0502 -1.2321 2.3883
H 1.3095 -1.3178 4.4811
H 3.7198 -0.8836 4.2737
H 4.7533 -0.1543 2.1958
H 5.2695 0.0247 -1.1983
H 0.5498 1.1446 -2.4316
H -0.5688 2.4325 -2.9189
H 0.0338 2.3348 -1.2420
```

Results
- E_HOMO (Ha) = -0.3144
- Kohn-Sham gap (hartree) = 0.2760
- energy relative to the best compared isomer or geometry (same formula, charge and spin) (kcal per mole) = 0.0
- charge = 0

[3]
Here is C3H4O3Pt as an isolated structure at a distorted geometry from the Open Molecules 2025 dataset. Energies are from the ωB97M-V functional and the def2-TZVPD basis.

Structure (XYZ):
```
11
C3H4O3Pt (the ωB97M-V functional and the def2-TZVPD basis)
O -0.8450 1.5334 -0.5560
C -1.6001 0.5674 0.0564
C -0.8841 -0.7585 0.0969
O -0.0819 -0.9755 -0.8548
Pt 0.7197 0.8196 -0.9618
H -2.5670 0.3665 -0.4591
H -1.8772 0.7845 1.1132
H -1.3764 -1.6098 0.5983
C 1.9075 0.2248 0.4603
O 2.8755 -0.5768 0.0457
H 3.7291 -0.3756 0.4608
```

Results
- E_HOMO (spin up / spin down) (Ha) = -0.2389 / -0.2927
- multiplicity = 3
- Kohn-Sham gap (spin up / spin down) (hartree) = 0.2199 / 0.2690
- energy relative to the best compared isomer or geometry (same formula, charge and spin) (kcal per mole) = 87.7
- charge = 0

[4]
Here is the molecule C18H24N4O3S from the Open Molecules 2025 dataset. Energies are from the ωB97M-V functional and the def2-TZVPD basis.

Structure (XYZ):
```
50
C18H24N4O3S (the ωB97M-V functional and the def2-TZVPD basis)
C -0.1294 3.4621 -1.3520
C 0.2604 2.3087 -0.4846
C 1.5535 1.8128 -0.5823
C 2.0086 0.7866 0.2446
N 3.2917 0.2644 0.0745
C 4.0599 0.5352 -1.1301
C 5.1704 -0.5156 -1.1034
C 5.3651 -0.7597 0.3868
C 3.9995 -0.4701 0.9877
O 3.6284 -0.8157 2.0835
C 1.1635 0.3237 1.2481
C -0.1308 0.8068 1.3727
C -0.9577 0.3248 2.5240
C -0.5992 1.7436 0.4560
S -2.3425 2.1897 0.5211
O -2.7292 2.9179 -0.6502
O -2.6652 2.7841 1.7902
N -3.1945 0.7413 0.5252
C -2.8132 -0.4463 -0.1010
C -2.2166 -0.6213 -1.3681
C -1.8462 0.4054 -2.3772
N -2.0297 -1.9123 -1.6007
N -2.4896 -2.5712 -0.5432
C -2.4484 -4.0022 -0.5008
C -2.9767 -1.7308 0.4038
C -3.5975 -2.2304 1.6598
H -0.8775 3.1717 -2.0845
H 0.7427 3.8547 -1.8709
H -0.5736 4.2504 -0.7491
H 2.2131 2.2582 -1.3097
H 3.4243 0.4453 -2.0131
H 4.4796 1.5481 -1.0931
H 6.0728 -0.1700 -1.6030
H 4.8313 -1.4298 -1.5918
H 5.6888 -1.7681 0.6353
H 6.0785 -0.0570 0.8230
H 1.5218 -0.4105 1.9493
H -0.3060 0.0961 3.3648
H -1.4898 -0.5866 2.2600
H -1.6707 1.0870 2.8247
H -3.6342 0.6054 1.4219
H -2.1048 0.0442 -3.3700
H -0.7724 0.5910 -2.3552
H -2.3758 1.3304 -2.1703
H -1.8387 -4.3493 0.3364
H -2.0067 -4.3417 -1.4348
H -3.4539 -4.4167 -0.4026
H -3.9141 -1.3983 2.2844
H -2.8958 -2.8448 2.2258
H -4.4735 -2.8414 1.4384
```

Results
- E_HOMO (Ha) = -0.3023
- Kohn-Sham gap (hartree) = 0.3232
- energy relative to the best compared isomer or geometry (same formula, charge and spin) (kcal per mole) = 37.0
- charge = 0

[5]
Here is an isolated ion of composition C4H10N2OP and charge -1 at a distorted geometry from the Open Molecules 2025 dataset. Energies are from the ωB97M-V functional and the def2-TZVPD basis.

Structure (XYZ):
```
18
C4H10N2OP (the ωB97M-V functional and the def2-TZVPD basis)
C -0.9264 1.1997 0.7647
C -1.4059 -0.3095 0.7381
C 0.5420 1.6001 0.2920
C 1.2944 -1.6741 -0.5577
N -1.3639 -0.7404 -0.7271
N 0.5874 1.1422 -1.1754
O 1.8815 0.6848 -1.6372
P 0.3137 -0.4480 -1.6459
H -1.6885 1.7195 0.0683
H -1.1140 1.6666 1.8063
H -0.6393 -0.9680 1.1475
H -2.3790 -0.4409 1.1425
H 0.6630 2.6441 0.1929
H 1.3526 1.3792 1.0926
H 2.1695 -2.0542 -1.0866
H 0.5558 -2.4156 -0.1502
H 1.5838 -1.2493 0.4392
H -1.4267 -1.7362 -0.7041
```

Results
- E_HOMO (Ha) = -0.1045
- Kohn-Sham gap (hartree) = 0.2561
- energy relative to the best compared isomer or geometry (same formula, charge and spin) (kcal per mole) = 62.4
- charge = -1

[6]
Here is the molecule C20H28N2O5S at a distorted geometry from the Open Molecules 2025 dataset. Energies are from the ωB97M-V functional and the def2-TZVPD basis.

Structure (XYZ):
```
56
C20H28N2O5S (the ωB97M-V functional and the def2-TZVPD basis)
C 3.0355 3.7773 0.5915
H 2.6526 4.2557 -0.3148
O 3.9112 2.7149 0.2734
C 3.3939 1.6296 -0.3531
C 2.0572 1.4860 -0.6924
C 1.6203 0.3098 -1.3020
C 2.5138 -0.7136 -1.5993
C 3.8493 -0.5545 -1.2720
C 4.2900 0.5976 -0.6528
H 5.3266 0.7236 -0.3828
H 4.5545 -1.3412 -1.4961
H 2.1626 -1.6143 -2.0784
C 0.2046 0.1814 -1.5602
N -0.6810 1.1222 -1.4071
C -1.8843 0.5466 -1.6941
C -1.6778 -0.7698 -2.0101
O -0.3436 -0.9950 -1.9396
C -2.6046 -1.8682 -2.3773
H -3.2407 -1.5685 -3.2093
H -2.0347 -2.7487 -2.6599
H -3.2429 -2.1133 -1.5291
C -3.1484 1.2808 -1.5519
H -3.0244 2.3431 -1.7377
H -3.9284 0.8634 -2.1864
S -3.7837 1.0974 0.2017
O -3.3717 -0.2538 0.6263
C -2.6472 2.3000 1.0331
C -1.1865 1.9261 1.2855
O -0.3207 2.7782 1.2628
N -1.0010 0.6552 1.6559
C 0.2927 0.1412 2.0461
C 0.1363 -1.0118 3.0335
H 1.0899 -1.1747 3.5356
H -0.6203 -0.7677 3.7805
C -0.2491 -2.3037 2.3158
O 0.8362 -2.6770 1.5009
C 0.7463 -3.9561 0.9003
C 2.1490 -4.2926 0.4030
H 2.4619 -3.5475 -0.3229
H 2.1618 -5.2767 -0.0572
H 2.8497 -4.2759 1.2329
C -0.2623 -3.9870 -0.2500
H -1.2724 -3.8068 0.1105
H -0.0051 -3.2180 -0.9734
H -0.2383 -4.9590 -0.7359
H 0.4404 -4.6912 1.6668
H -1.1599 -2.1502 1.7182
H -0.4583 -3.0973 3.0515
H 0.8555 -0.2151 1.1771
H 0.8454 0.9708 2.4940
H -1.7479 -0.0135 1.4878
H -3.1080 2.4683 2.0098
H -2.6901 3.2281 0.4675
H 1.3207 2.2386 -0.4682
H 2.1913 3.4433 1.2000
H 3.6352 4.4917 1.1530
```

Results
- E_HOMO (Ha) = -0.2943
- Kohn-Sham gap (hartree) = 0.3140
- energy relative to the best compared isomer or geometry (same formula, charge and spin) (kcal per mole) = 38.1
- charge = 0